{"formula": "C30H79AgN16O12", "method": "ωB97M-V/def2-TZVPD", "symbols": ["Ag", "C", "C", "C", "O", "H", "H", "H", "H", "H", "H", "H", "C", "C", "C", "C", "C", "C", "N", "O", "C", "C", "C", "H", "H", "H", "H", "H", "H", "H", "H", "H", "H", "H", "H", "H", "H", "H", "H", "H", "H", "H", "C", "C", "C", "C", "C", "C", "N", "O", "C", "C", "C", "H", "H", "H", "H", "H", "H", "H", "H", "H", "H", "H", "H", "H", "H", "H", "H", "H", "H", "H", "C", "C", "O", "O", "H", "H", "H", "H", "H", "H", "C", "O", "N", "N", "H", "H", "H", "H", "C", "O", "N", "N", "H", "H", "H", "H", "C", "O", "N", "N", "H", "H", "H", "H", "C", "O", "N", "N", "H", "H", "H", "H", "C", "O", "N", "N", "H", "H", "H", "H", "C", "O", "N", "N", "H", "H", "H", "H", "C", "O", "N", "N", "H", "H", "H", "H"], "positions_angstrom": [[-7.718, -1.884, 3.302], [-2.543, -0.462, 0.645], [-3.783, -0.397, -0.128], [-3.785, -1.659, -1.066], [-4.881, -0.073, 0.667], [-2.585, -1.304, 1.336], [-2.412, 0.357, 1.353], [-1.722, -0.544, -0.068], [-3.576, 0.487, -0.731], [-4.813, -1.927, -1.306], [-3.425, -2.619, -0.696], [-3.256, -1.638, -2.019], [1.785, 6.868, 3.183], [2.737, 5.656, 3.453], [2.963, 4.881, 2.030], [3.834, 5.803, 1.071], [5.127, 6.030, 1.807], [5.083, 6.765, 3.164], [4.015, 6.096, 4.027], [4.181, 6.101, 5.359], [6.573, 6.472, 3.749], [4.752, 8.235, 3.146], [2.014, 4.531, 4.216], [1.988, 7.676, 2.480], [1.481, 7.282, 4.145], [0.803, 6.475, 2.919], [3.546, 3.986, 2.245], [2.039, 4.550, 1.556], [3.349, 6.721, 0.740], [3.996, 5.303, 0.116], [5.748, 6.610, 1.124], [5.675, 5.088, 1.833], [6.894, 5.431, 3.744], [7.397, 6.872, 3.158], [6.705, 6.812, 4.776], [4.318, 8.569, 4.088], [5.581, 8.928, 2.998], [3.979, 8.372, 2.390], [2.462, 3.611, 4.590], [0.977, 4.451, 3.889], [1.830, 4.929, 5.214], [4.677, 5.312, 5.588], [2.878, -3.062, -5.382], [4.284, -2.713, -5.955], [4.427, -1.167, -5.984], [4.481, -0.409, -4.695], [5.629, -0.952, -3.887], [5.798, -2.507, -3.819], [5.428, -3.133, -5.135], [5.379, -4.542, -5.181], [7.245, -2.754, -3.517], [4.825, -3.081, -2.706], [4.331, -3.296, -7.367], [2.483, -2.550, -4.504], [2.717, -4.113, -5.144], [2.127, -3.072, -6.171], [5.065, -0.845, -6.807], [3.454, -0.780, -6.285], [3.503, -0.510, -4.225], [4.691, 0.652, -4.828], [5.495, -0.500, -2.904], [6.526, -0.446, -4.244], [7.485, -3.814, -3.431], [7.913, -2.300, -4.248], [7.534, -2.453, -2.510], [3.884, -2.593, -2.451], [4.557, -4.087, -3.029], [5.328, -3.107, -1.740], [5.312, -3.301, -7.842], [3.689, -2.749, -8.057], [3.901, -4.297, -7.389], [6.047, -4.739, -5.842], [-5.479, 5.491, 3.234], [-6.036, 5.619, 1.837], [-5.125, 4.919, 1.002], [-5.132, 4.190, 3.663], [-6.368, 5.958, 3.657], [-4.697, 6.238, 3.370], [-6.240, 6.622, 1.461], [-6.926, 4.999, 1.725], [-5.234, 4.019, 1.318], [-5.604, 3.534, 3.145], [-4.108, -6.858, 3.627], [-4.531, -5.686, 3.376], [-3.083, -7.094, 4.442], [-4.673, -7.986, 3.233], [-2.945, -8.064, 4.687], [-2.516, -6.305, 4.719], [-5.574, -8.056, 2.782], [-4.257, -8.794, 3.674], [-8.665, 2.600, -3.266], [-9.508, 3.265, -3.825], [-8.855, 1.936, -2.183], [-7.456, 2.301, -3.676], [-8.067, 1.538, -1.692], [-9.756, 1.859, -1.733], [-7.242, 2.446, -4.652], [-6.870, 1.608, -3.233], [-5.680, -7.240, -5.923], [-6.585, -6.396, -5.935], [-5.685, -8.334, -6.717], [-4.641, -7.249, -5.130], [-5.055, -9.123, -6.707], [-6.453, -8.431, -7.367], [-4.720, -6.457, -4.508], [-3.811, -7.820, -5.204], [-1.474, 6.001, -3.225], [-0.574, 6.314, -3.944], [-2.131, 6.805, -2.491], [-1.822, 4.758, -3.014], [-1.843, 7.771, -2.545], [-2.781, 6.410, -1.826], [-2.485, 4.509, -2.293], [-1.202, 4.103, -3.469], [0.703, -7.163, -1.096], [0.615, -7.680, -2.204], [0.243, -5.973, -0.843], [1.236, -7.747, -0.142], [0.265, -5.532, 0.066], [-0.411, -5.661, -1.546], [1.397, -7.378, 0.785], [1.745, -8.591, -0.363], [-4.281, -2.463, 7.543], [-5.144, -1.978, 6.827], [-4.649, -3.418, 8.339], [-2.965, -2.197, 7.562], [-5.560, -3.843, 8.244], [-3.904, -3.897, 8.826], [-2.480, -2.834, 8.178], [-2.641, -1.684, 6.754], [2.438, -2.712, 4.182], [2.888, -3.775, 3.907], [2.096, -1.905, 3.280], [2.405, -2.163, 5.322], [2.539, -2.166, 2.411], [1.674, -0.995, 3.395], [2.427, -1.160, 5.212], [2.821, -2.543, 6.160]], "lumo_ha": [-0.2536, -0.2536], "charge": 1, "spin_multiplicity": 2, "gap_ev": [1.9, 1.9], "e_tot_ha": -3115.85100, "homo_ha": [-0.3251, -0.3251]}